[1]
Density functional theory data (the ωB97M-V functional and the def2-TZVPD basis) for a structure of composition C31H28N7O3S9V.

XYZ file:
```
79
C31H28N7O3S9V | OMol25 | the ωB97M-V functional and the def2-TZVPD basis
V 0.309 0.443 -0.388
C -5.023 0.893 1.486
C -4.227 -0.085 2.251
N -4.593 -0.743 3.303
N -3.522 -1.492 3.661
C -2.464 -1.297 2.840
S -0.970 -1.994 2.965
N -2.927 -0.396 1.914
N -2.205 0.118 0.853
H -5.963 1.081 1.995
H -5.225 0.515 0.484
H -4.462 1.823 1.383
H -3.558 -2.095 4.467
H -2.393 1.138 0.768
H -2.480 -0.333 -0.023
S 2.581 0.003 -0.741
C 2.496 0.382 0.931
C 3.541 0.492 1.844
C 3.226 0.810 3.151
C 1.895 1.031 3.507
C 0.918 0.918 2.536
N 1.222 0.590 1.289
H 4.556 0.352 1.511
H 4.009 0.900 3.891
H 1.629 1.296 4.518
H -0.132 1.087 2.744
N 0.013 -1.314 -0.034
S -0.138 -2.396 -1.222
C 0.593 -3.858 -0.423
C 0.289 -5.118 -0.910
C 0.878 -6.231 -0.336
C 1.765 -6.080 0.718
C 2.087 -4.815 1.179
C 1.516 -3.696 0.596
C -1.861 -2.972 -1.182
C -2.596 -2.950 -2.356
C -3.937 -3.290 -2.326
C -4.537 -3.637 -1.125
C -3.788 -3.682 0.040
C -2.441 -3.361 0.014
H -0.147 -1.695 0.909
H -0.399 -5.222 -1.735
H 0.651 -7.214 -0.721
H 2.223 -6.949 1.166
H 2.793 -4.690 1.985
H 1.797 -2.705 0.924
H -2.123 -2.659 -3.280
H -4.516 -3.275 -3.237
H -5.587 -3.883 -1.097
H -4.248 -3.968 0.974
H -1.845 -3.421 0.911
O -2.435 2.856 0.583
C -1.377 3.132 0.005
N -0.434 2.246 -0.306
S 0.872 2.934 -0.996
O 1.104 2.324 -2.276
O 1.965 2.936 -0.066
C 0.190 4.581 -1.094
C 0.692 5.762 -1.590
C -0.067 6.913 -1.407
C -1.275 6.867 -0.725
C -1.772 5.670 -0.230
C -1.024 4.518 -0.427
H 1.641 5.790 -2.103
H 0.299 7.852 -1.796
H -1.837 7.777 -0.569
H -2.710 5.622 0.299
C -1.026 3.681 -4.470
S -1.890 2.083 -4.618
C -0.486 1.028 -4.659
C -0.202 0.164 -3.662
S -1.195 -0.037 -2.279
S 1.212 -0.861 -3.924
C 1.637 -0.227 -5.498
S 2.868 -0.799 -6.400
S 0.592 1.057 -6.038
H -1.759 4.401 -4.116
H -0.640 3.971 -5.445
H -0.221 3.561 -3.749
```

energy relative to the best compared isomer or geometry (same formula, charge and spin): 54.4 kcal/mol
spin multiplicity: 3
gap between HOMO and LUMO (alpha / beta): 7.10 / 6.97 eV
highest occupied orbital energy (alpha / beta): -7.122 / -7.116 eV
E_tot: -6334.82233 Eh

[2]
Density functional theory data (the ωB97M-V functional and the def2-TZVPD basis) for the molecule C4H6O2.

XYZ file:
```
12
C4H6O2 | OMol25 | the ωB97M-V functional and the def2-TZVPD basis
O -1.270 -0.017 -1.489
C -1.306 -0.662 -0.465
C -0.571 -0.239 0.791
C 0.520 0.753 0.415
C 1.354 0.164 -0.705
O 1.411 -1.026 -0.919
H -1.906 -1.589 -0.417
H -0.152 -1.120 1.282
H -1.307 0.187 1.488
H 0.092 1.703 0.089
H 1.192 0.980 1.255
H 1.943 0.866 -1.324
```

energy relative to the best compared isomer or geometry (same formula, charge and spin): 23.3 kcal/mol
SMILES string: O=CCCC=O
gap between HOMO and LUMO: 10.97 eV
highest occupied orbital energy: -10.000 eV
E_tot: -306.46917 Eh

[3]
Density functional theory data (the ωB97M-V functional and the def2-TZVPD basis) for the molecule C6H12O.

XYZ file:
```
19
C6H12O | OMol25 | the ωB97M-V functional and the def2-TZVPD basis
C -1.505 -1.064 1.543
C -0.820 -1.090 0.212
C 0.628 -0.757 0.126
C 1.294 -0.490 -1.178
C 0.956 0.753 -0.464
C -0.152 1.661 -0.908
O 1.999 1.437 0.169
H -2.589 -1.233 1.564
H -1.330 -0.097 2.009
H -1.056 -1.813 2.189
H -1.351 -0.367 -0.404
H -1.048 -2.046 -0.249
H 1.251 -1.016 0.980
H 0.738 -0.693 -2.087
H 2.349 -0.719 -1.237
H 0.524 2.201 -1.615
H -0.553 2.348 -0.140
H -0.951 1.208 -1.503
H 1.616 1.776 0.993
```

energy relative to the best compared isomer or geometry (same formula, charge and spin): 40.3 kcal/mol
SMILES string: CC[C@H]1C[C@]1(C)O
gap between HOMO and LUMO: 9.47 eV
highest occupied orbital energy: -8.508 eV
E_tot: -310.99509 Eh

[4]
Density functional theory data (the ωB97M-V functional and the def2-TZVPD basis) for a structure of composition C29H40NO3P2SiTi.

XYZ file:
```
77
C29H40NO3P2SiTi | OMol25 | the ωB97M-V functional and the def2-TZVPD basis
C 1.082 -1.494 -5.306
C 1.124 -1.135 -3.953
N -0.034 -1.077 -3.227
C -1.224 -1.291 -3.851
C -1.323 -1.659 -5.191
C -0.150 -1.708 -5.931
C 2.447 -0.708 -3.301
P 2.425 -0.478 -1.462
Ti 0.001 -0.625 -0.857
P -2.404 -0.218 -1.508
C -2.504 -1.190 -3.073
O 2.320 2.779 -4.611
O -1.153 2.653 -3.753
H 2.048 -1.455 -5.834
H -2.303 -1.779 -5.650
H -0.160 -2.015 -6.958
C 3.361 -1.950 -0.990
C 3.574 0.915 -1.213
H -3.276 -0.704 -3.671
H -2.952 -2.163 -2.816
H 2.624 0.376 -3.378
H 3.256 -1.357 -3.679
C -3.559 -0.982 -0.333
C -3.106 1.388 -1.907
H -0.680 2.341 -2.980
H -0.829 3.533 -3.920
H 1.469 2.158 -4.565
H 2.634 2.263 -5.403
H -0.084 -2.222 -0.574
H 0.818 0.742 -1.217
H 4.360 -1.918 -1.455
H 3.375 -1.901 0.110
H 2.770 -2.809 -1.348
H 4.613 0.613 -1.399
H 3.330 1.780 -1.850
H 3.470 1.229 -0.166
H -4.147 1.253 -2.238
H -3.086 2.005 -0.995
H -2.506 1.879 -2.697
H -4.586 -0.940 -0.741
H -3.249 -2.028 -0.141
H -3.501 -0.415 0.617
O -0.092 0.012 0.841
Si -0.129 0.207 2.451
C -0.265 -1.541 2.986
C -1.380 -2.303 2.611
C -1.438 -3.648 2.994
C -0.364 -4.225 3.679
C 0.776 -3.470 3.972
C 0.836 -2.126 3.607
C 1.453 1.001 2.949
C 1.408 2.059 3.858
C 2.590 2.676 4.269
C 3.818 2.251 3.758
C 3.862 1.212 2.827
C 2.681 0.589 2.406
C -1.602 1.219 2.823
C -2.543 0.697 3.713
C -3.642 1.475 4.088
C -3.798 2.763 3.573
C -2.876 3.259 2.649
C -1.792 2.479 2.246
H -2.207 -1.858 2.048
H -2.333 -4.237 2.758
H -0.409 -5.283 3.978
H 1.630 -3.915 4.498
H 1.722 -1.518 3.823
H 0.433 2.375 4.249
H 2.535 3.497 4.994
H 4.744 2.749 4.082
H 4.830 0.872 2.428
H 2.734 -0.230 1.676
H -2.391 -0.298 4.132
H -4.360 1.063 4.797
H -4.649 3.374 3.892
H -2.995 4.271 2.248
H -1.076 2.863 1.512
```

gap between HOMO and LUMO: 7.91 eV
highest occupied orbital energy: -11.038 eV
total charge: +1
E_tot: -3231.04923 Eh

[5]
Density functional theory data (the ωB97M-V functional and the def2-TZVPD basis) for a structure of composition C40H36BrN3O4SSbSc.

XYZ file:
```
87
C40H36BrN3O4SSbSc | OMol25 | the ωB97M-V functional and the def2-TZVPD basis
Sc -0.183 0.147 0.070
C -0.215 3.053 -5.042
C 0.442 1.972 -4.478
C 0.275 1.679 -3.133
C -0.552 2.476 -2.356
C -1.217 3.564 -2.915
C -1.042 3.847 -4.256
N -0.767 2.097 -0.980
N -1.482 2.892 -0.320
C -1.829 2.497 0.997
C -2.605 3.433 1.677
C -3.090 3.121 2.936
C -2.816 1.871 3.473
C -2.037 0.951 2.774
C -1.494 1.235 1.519
H -0.088 3.276 -6.090
H 1.086 1.348 -5.080
H 0.789 0.833 -2.693
H -1.870 4.166 -2.303
H -1.560 4.688 -4.694
H -2.824 4.379 1.203
H -3.691 3.833 3.482
H -3.218 1.602 4.440
H -1.870 -0.023 3.228
C 1.600 -6.177 -0.787
C 0.703 -5.540 -1.805
C 1.209 -5.034 -2.993
C 0.370 -4.488 -3.954
C -0.993 -4.449 -3.720
C -1.520 -4.923 -2.525
C -0.672 -5.458 -1.576
S -2.087 -3.864 -4.982
O -1.282 -3.437 -6.090
O -3.129 -4.834 -5.126
N -2.803 -2.521 -4.390
C -1.989 -1.324 -4.223
C -2.584 -0.492 -3.089
C -2.306 -1.181 -1.772
O -3.060 -1.997 -1.293
O -1.147 -0.876 -1.227
H 2.613 -6.294 -1.168
H 1.226 -7.162 -0.503
H 1.652 -5.579 0.126
H 2.274 -5.086 -3.182
H 0.756 -4.117 -4.890
H -2.584 -4.893 -2.347
H -1.081 -5.842 -0.650
H -3.383 -2.730 -3.590
H -1.991 -0.758 -5.155
H -0.949 -1.586 -3.993
H -3.665 -0.420 -3.215
H -2.151 0.510 -3.113
C 2.867 -6.601 3.420
C 1.520 -6.358 3.630
C 0.946 -5.175 3.186
C 1.721 -4.228 2.532
C 3.069 -4.483 2.309
C 3.642 -5.662 2.758
Sb 0.870 -2.428 1.772
C -1.009 -2.453 2.778
C -2.146 -2.476 1.971
C -3.416 -2.479 2.536
C -3.557 -2.471 3.911
C -2.431 -2.465 4.727
C -1.165 -2.459 4.165
C 1.859 -1.019 3.048
C 1.204 -0.244 3.997
C 1.905 0.686 4.755
C 3.268 0.843 4.577
C 3.931 0.083 3.625
C 3.229 -0.832 2.859
H 3.311 -7.522 3.766
H 0.911 -7.089 4.140
H -0.108 -5.002 3.351
H 3.686 -3.768 1.781
H 4.690 -5.849 2.586
H -2.066 -2.486 0.886
H -4.283 -2.486 1.891
H -4.543 -2.475 4.354
H -2.542 -2.464 5.802
H -0.295 -2.448 4.811
H 0.138 -0.348 4.152
H 1.378 1.287 5.484
H 3.814 1.565 5.170
H 4.993 0.215 3.468
H 3.756 -1.380 2.089
Br 2.284 0.275 -0.517
```

energy relative to the best compared isomer or geometry (same formula, charge and spin): 20.7 kcal/mol
gap between HOMO and LUMO: 7.50 eV
highest occupied orbital energy: -8.824 eV
E_tot: -5984.35570 Eh

[6]
Density functional theory data (the ωB97M-V functional and the def2-TZVPD basis) for a structure of composition C3H16NO7.

XYZ file:
```
27
C3H16NO7 | OMol25 | the ωB97M-V functional and the def2-TZVPD basis
C -2.065 0.264 1.178
N -1.136 -0.670 1.378
C -1.146 -1.926 0.687
C -0.371 -1.998 -0.650
O -0.193 -0.689 -1.064
O -2.126 1.395 1.667
H -2.951 -0.092 0.635
H -0.253 -0.365 1.749
H -2.155 -2.306 0.511
H -0.878 -2.685 1.436
H -0.958 -2.515 -1.417
H 0.593 -2.515 -0.534
H 1.097 -0.846 -3.299
H 0.747 -0.425 -1.757
O 1.506 -0.211 -2.707
H -0.343 3.332 1.048
H 0.361 2.682 -0.223
O 0.459 3.289 0.526
H 1.061 1.351 -2.147
H -0.293 1.651 -1.931
O 0.518 2.181 -2.065
H 2.267 -1.400 -0.014
H 3.000 -0.944 -1.261
O 3.148 -1.182 -0.332
H 0.566 2.078 2.738
H -0.703 1.334 2.816
O 0.247 1.213 3.032
```

energy relative to the best compared isomer or geometry (same formula, charge and spin): 58.3 kcal/mol
gap between HOMO and LUMO: 8.83 eV
highest occupied orbital energy: -5.450 eV
total charge: -1
E_tot: -705.39680 Eh